[1]
Formula: H16O8
Source: OMol25
Level of theory: the ωB97M-V functional and the def2-TZVPD basis

The calculation puts the gap between HOMO and LUMO at 0.3340 Ha. Its total energy is -16638.765 eV. The LUMO energy is -0.6 eV. The net charge is 0. The calculation puts the HOMO energy at -9.66 eV.

Atoms and positions in Å:
O1 -0.344 0.924 -0.164
H1 0.433 -3.038 0.594
H2 0.008 1.129 -0.925
H3 2.405 1.228 2.050
H4 0.946 -2.918 -2.226
O2 -2.293 2.404 1.214
H5 -1.859 3.060 0.740
H6 1.707 2.088 1.030
O3 0.364 -2.198 -1.936
O4 1.591 1.281 1.527
H7 0.518 -1.469 2.506
H8 -1.924 1.650 0.787
H9 -1.535 -1.707 -1.084
H10 0.701 -1.397 -2.311
O5 -2.175 -1.199 -0.506
H11 -0.070 1.501 -3.384
H12 0.702 0.243 2.730
H13 -1.779 -0.293 -0.509
O6 0.110 -2.319 1.154
O7 0.582 0.871 -2.968
H14 0.331 1.042 0.416
O8 0.775 -0.666 3.153
H15 1.258 1.454 -2.593
H16 -0.454 -1.671 0.703

These are the Löwdin partial charges, in e, on atoms 1 to 8: 0.055 0.062 -0.058 0.096 0.064 -0.015 -0.013 0.066



[2]
Formula: C31H39BrCl3F5GeIN5O9PrSSi
Source: OMol25
Level of theory: the ωB97M-V functional and the def2-TZVPD basis

The calculation puts the gap between HOMO and LUMO (alpha / beta) at 0.2203 / 0.2153 Ha. Its total energy is -277263.466 eV. The LUMO energy (alpha / beta) is 3.6 / 3.4 eV. The net charge is -2. As for the spin multiplicity: 4. The calculation puts the HOMO energy (alpha / beta) at -2.43 / -2.43 eV.

Atoms and positions in Å:
C1 -2.090 0.518 3.721
O1 -1.229 -2.119 2.879
O2 0.238 -1.778 -1.168
O3 0.488 0.907 0.196
H1 -1.614 -0.370 4.133
Ge1 1.909 2.400 3.003
C2 0.328 -6.429 -3.808
C3 -0.354 4.542 0.335
F1 -1.945 -6.812 -4.344
C4 1.070 4.570 -0.162
H2 1.551 -4.271 1.244
F2 -2.744 -5.933 -1.954
C5 1.568 -3.458 1.990
H3 4.146 1.629 0.402
C6 0.869 2.551 -4.249
C7 -2.852 1.355 4.535
H4 5.015 3.503 -1.983
H5 4.072 1.580 -3.941
H6 -4.638 -4.000 2.230
H7 -1.344 3.969 -3.427
H8 1.760 2.038 -3.901
O4 1.546 3.245 -0.164
C8 4.434 1.067 -0.528
O5 2.415 1.323 -1.728
C9 -1.549 2.933 -3.697
N1 -1.848 0.830 2.444
N2 -2.389 -1.134 -0.891
H9 -1.006 3.920 -0.309
O6 1.642 -2.460 -2.763
H10 2.977 5.291 0.514
C10 -0.536 -5.476 -1.212
H11 1.701 6.517 0.622
C11 3.810 1.644 -1.811
F3 0.710 -6.810 -5.052
O7 2.301 -1.995 -0.607
H12 -2.133 2.094 0.863
H13 -2.434 2.611 -3.098
S1 -1.094 -4.676 0.145
O8 -3.060 -2.324 1.598
H14 5.476 0.910 -3.058
C12 -3.269 2.611 4.013
C13 -1.425 -5.984 -2.191
C14 -2.370 1.917 1.912
H15 -2.645 -0.182 -1.129
H16 3.573 3.604 -0.996
C15 -4.450 -5.296 5.242
C16 1.149 5.096 -1.595
C17 0.827 -5.704 -1.572
C18 -3.217 1.017 5.864
Cl1 1.036 2.877 5.139
H17 2.145 4.895 -2.021
C19 4.390 0.979 -3.081
H18 -3.470 3.746 2.159
H19 0.411 4.557 -2.204
C20 -2.531 -3.830 4.911
H20 2.259 -2.632 2.138
C21 -0.345 2.042 -3.461
H21 -2.010 -1.629 -1.699
N3 1.440 -2.081 -1.583
F4 2.571 -5.905 -3.126
H22 0.742 2.360 -5.329
H23 3.397 3.536 -2.763
H24 -0.448 4.097 1.358
C22 1.915 5.448 0.740
H25 -0.780 5.562 0.355
H26 -3.787 3.330 4.628
I1 1.478 -4.350 3.863
F5 1.735 -5.743 -0.589
C23 3.975 3.138 -1.913
C24 -1.027 -6.440 -3.456
C25 1.272 -6.010 -2.870
H27 4.012 -0.037 -3.172
H28 -1.785 2.946 -4.786
H29 5.526 1.128 -0.588
C26 -4.227 -4.186 3.227
Si1 1.082 1.859 -0.928
H30 0.170 -0.055 -3.553
N4 -3.468 0.708 6.977
H31 -4.944 -6.073 5.787
O9 -0.134 2.077 -2.051
H32 4.073 0.034 -0.348
H33 0.892 6.166 -1.683
N5 -4.859 -5.022 4.005
Cl2 1.525 -0.002 3.099
C27 -0.643 0.611 -3.872
C28 -3.270 -4.714 5.746
C29 -3.024 2.886 2.681
H34 -3.168 -1.645 -0.530
H35 -0.769 0.555 -4.975
Pr1 -0.200 -1.088 0.872
Cl3 4.098 2.780 2.877
Br1 -2.851 -5.375 7.496
C30 -3.042 -3.534 3.663
H36 1.082 3.612 -4.045
H37 1.768 5.206 1.812
H38 -1.594 -3.367 5.265
H39 -1.548 0.222 -3.363
C31 -2.410 -2.623 2.639

These are the Löwdin partial charges, in e, on atoms 1 to 8: -0.052 -0.257 -0.291 -0.420 0.120 0.097 -0.150 -0.040



[3]
Formula: C5H12O2
Source: OMol25
Level of theory: the ωB97M-V functional and the def2-TZVPD basis

The calculation puts the gap between HOMO and LUMO at 0.2885 Ha. Its total energy is -9470.799 eV. The LUMO energy is 0.6 eV. The net charge is 0. The calculation puts the HOMO energy at -7.22 eV.

Atoms and positions in Å:
H1 -1.580 -1.024 -0.244
H2 2.994 -0.057 0.680
C1 -1.307 1.070 -1.000
H3 0.252 0.624 1.936
C2 0.919 0.485 1.074
H4 0.294 -1.916 1.528
H5 2.748 0.892 2.155
H6 -2.142 1.545 -0.458
O1 -1.130 -0.230 0.099
H7 -2.102 1.089 -2.947
C3 2.322 0.102 1.530
H8 0.907 1.425 0.515
C4 0.292 -0.552 0.162
H9 2.316 -0.821 2.121
H10 -1.157 -0.357 -2.644
O2 0.409 -1.872 0.569
H11 -2.828 -0.239 -2.030
C5 -1.886 0.328 -2.186
H12 0.679 -0.493 -0.859

These are the Löwdin partial charges, in e, on atoms 1 to 8: 0.140 0.083 -0.110 0.126 -0.188 0.112 0.076 0.031



[4]
Formula: C4H7NO
Source: OMol25
Level of theory: the ωB97M-V functional and the def2-TZVPD basis

The calculation puts the gap between HOMO and LUMO at 0.3668 Ha. Its total energy is -7794.744 eV. The LUMO energy is 1.0 eV. The net charge is 0. The calculation puts the HOMO energy at -9.01 eV.

Atoms and positions in Å:
C1 -1.437 -0.605 -0.092
H1 0.047 0.902 -1.034
O1 -0.221 -1.306 0.219
H2 -2.245 -0.941 0.572
H3 -1.712 -0.794 -1.130
N1 0.004 0.793 1.094
H4 2.278 -1.035 -0.407
H5 -1.667 1.663 0.137
C2 0.607 -0.346 0.750
C3 1.841 -0.193 0.121
H6 2.521 0.558 0.510
H7 0.977 0.491 -0.943
C4 -0.993 0.813 0.203

These are the Löwdin partial charges, in e, on atoms 1 to 8: -0.159 0.137 -0.036 0.122 0.119 0.076 0.080 0.116



[5]
Formula: C2H29O12S
Source: OMol25
Level of theory: the ωB97M-V functional and the def2-TZVPD basis

The calculation puts the gap between HOMO and LUMO at 0.2608 Ha. Its total energy is -37949.600 eV. The LUMO energy is 2.7 eV. The net charge is -1. The calculation puts the HOMO energy at -4.36 eV.

Atoms and positions in Å:
H1 2.754 1.142 2.395
H2 -1.137 -0.792 -4.840
O1 1.462 2.719 1.824
H3 0.048 5.627 0.271
O2 -3.690 -1.621 -1.168
H4 1.673 -2.584 -1.987
H5 1.206 3.683 1.807
O3 -2.048 -1.294 -4.783
H6 3.907 -0.097 -0.750
H7 0.396 1.854 -2.899
H8 -0.660 4.425 0.848
O4 0.164 4.969 0.905
H9 -2.060 -1.512 -3.807
O5 -0.794 -1.029 2.175
H10 0.614 0.340 -0.544
C1 0.424 1.334 -1.012
O6 -1.290 -3.190 -0.956
H11 -0.879 -2.939 -0.165
H12 0.961 0.515 4.402
H13 0.113 -2.415 1.483
H14 -2.685 0.891 0.507
H15 1.595 -2.689 1.216
O7 2.136 0.406 2.227
H16 3.178 -0.348 0.506
S1 -1.142 2.196 -0.442
H17 -0.778 -2.926 -1.735
H18 -3.364 -0.521 0.269
O8 0.732 0.353 5.322
H19 -0.719 0.551 -2.700
O9 0.718 -2.831 0.882
H20 -3.088 -0.963 -1.691
C2 0.315 0.890 -2.450
H21 1.253 2.118 -0.901
H22 -1.363 -0.436 1.573
O10 -2.862 -0.119 0.953
H23 0.943 0.246 -2.949
O11 3.567 -0.718 -0.246
H24 -3.086 -2.315 -0.764
H25 0.658 -1.504 -1.911
H26 -1.180 -1.127 2.946
O12 0.927 -2.234 -2.358
H27 1.084 2.130 1.063
H28 0.708 -0.577 5.359
H29 1.286 0.390 2.123

These are the Löwdin partial charges, in e, on atoms 1 to 8: 0.081 0.086 -0.159 -0.001 -0.132 0.013 0.026 -0.127



[6]
Formula: C4H4FeLiO5
Source: OMol25
Level of theory: the ωB97M-V functional and the def2-TZVPD basis

The calculation puts the gap between HOMO and LUMO (alpha / beta) at 0.3306 / 0.2928 Ha. Its total energy is -49020.650 eV. The LUMO energy (alpha / beta) is -8.9 / -10.4 eV. The net charge is +2. As for the spin multiplicity: 6. The calculation puts the HOMO energy (alpha / beta) at -17.87 / -18.38 eV.

Atoms and positions in Å:
C1 -0.147 1.219 -1.279
O1 -0.380 2.271 -1.972
Fe1 0.660 -0.787 1.379
O2 -0.942 0.828 -0.372
H1 -0.524 -2.591 -0.852
H2 1.818 -1.296 -1.598
C2 0.525 -0.233 3.715
C3 -0.171 -1.565 -0.787
H3 -1.001 2.113 -2.700
O3 1.373 -1.044 3.343
H4 -1.268 -0.564 -0.924
C4 0.785 -0.958 -1.488
Li1 -1.073 1.911 2.411
O4 -0.349 0.280 2.974
O5 0.693 0.417 -1.849

These are the Löwdin partial charges, in e, on atoms 1 to 8: -0.590 0.236 1.218 -0.014 0.095 0.156 -0.292 -0.022



Going through the records in order, we get ΔE to the lowest compared entry with this formula, charge and spin values of 313.1; 118.4; 418.4; 472.9; 242.7; 338.4 kJ/mol.